{
  "formula": "C9H40Ba2N2O9",
  "method": "ωB97M-V/def2-TZVPD",
  "homo_energy_ev": -18.0,
  "de_lowest_ev": 0.000,
  "total_charge": 4,
  "gap_ev": 3.3,
  "molar_mass_g_mol": 595.1,
  "energy_ev": -32733.51247,
  "elements": ["N", "H", "H", "H", "H", "N", "H", "H", "H", "H", "Ba", "Ba", "O", "C", "C", "O", "H", "H", "H", "H", "C", "O", "H", "H", "H", "H", "C", "O", "H", "H", "H", "H", "C", "O", "H", "H", "H", "H", "C", "O", "H", "H", "H", "H", "C", "O", "H", "H", "H", "H", "C", "O", "H", "H", "H", "H", "C", "O", "H", "H", "H", "H"],
  "positions_angstrom": [[-3.469, 0.839, 1.316], [-3.264, 1.791, 1.655], [-3.431, 0.294, 2.174], [-2.649, 0.552, 0.570], [-4.381, 0.815, 0.844], [2.750, 1.058, 3.426], [3.424, 0.308, 3.228], [1.982, 0.992, 2.719], [3.223, 1.960, 3.381], [2.227, 0.923, 4.292], [-1.406, 1.853, 4.727], [-0.492, 3.236, 0.671], [0.089, 1.155, 2.363], [-0.178, -0.153, 1.784], [-0.372, -0.237, 0.279], [-1.445, 0.421, -0.335], [-0.956, -0.751, 2.299], [0.690, -0.781, 2.037], [-0.518, -1.325, 0.100], [0.568, -0.152, -0.298], [3.028, 3.311, -0.486], [1.934, 2.382, -0.299], [3.529, 3.514, 0.465], [3.771, 2.876, -1.151], [2.685, 4.259, -0.893], [2.287, 1.557, 0.056], [-2.861, -4.217, 0.630], [-3.379, -4.090, 1.950], [-3.480, -3.806, -0.169], [-1.991, -3.528, 0.620], [-2.501, -5.220, 0.445], [-3.501, -3.157, 2.131], [-2.178, -2.407, -2.285], [-3.036, -1.499, -1.619], [-2.663, -2.988, -3.063], [-1.442, -1.808, -2.850], [-1.596, -3.080, -1.650], [-2.520, -1.014, -0.967], [2.860, -3.766, -0.298], [2.750, -2.882, -1.397], [3.229, -3.186, 0.564], [1.888, -4.140, 0.043], [3.535, -4.595, -0.464], [2.059, -2.225, -1.312], [-3.432, 4.221, -1.045], [-2.902, 2.965, -0.548], [-3.764, 4.831, -0.204], [-2.712, 4.743, -1.674], [-4.346, 4.079, -1.622], [-2.831, 2.301, -1.255], [4.016, -0.355, 0.505], [4.209, 0.881, 1.224], [3.549, -1.118, 1.134], [3.448, -0.207, -0.413], [4.993, -0.797, 0.312], [5.044, 1.318, 1.023], [0.140, 0.633, -4.096], [-0.392, 1.422, -3.025], [-0.594, 0.257, -4.809], [0.916, 1.210, -4.591], [0.656, -0.267, -3.733], [-0.797, 0.792, -2.417]]
}